Record 1
The following is a quantum chemistry calculation of 4 unconnected molecules or ions with the total composition C5H18O3S2 at a distorted geometry, from the OMol25 dataset.

The geometry in XYZ format:
```
28
C5H18O3S2 | the OMol25 dataset | ωB97M-V/def2-TZVPD
C -0.308 0.330 -3.729
C -0.518 0.566 -2.228
C 0.447 -0.227 -1.348
S -0.427 -1.634 -0.507
S -0.401 -1.224 1.473
C -1.599 0.089 1.934
C -0.947 0.993 2.972
H -0.864 1.073 -4.304
H 0.749 0.520 -3.934
H -0.652 -0.676 -3.971
H -0.434 1.643 -2.032
H -1.550 0.308 -1.972
H 0.904 0.451 -0.624
H 1.209 -0.785 -1.896
H -2.490 -0.392 2.345
H -1.811 0.630 1.017
H -1.585 1.812 3.297
H -0.659 0.435 3.872
H 0.003 1.402 2.622
O 4.038 -0.383 0.744
H 3.822 -0.170 -0.159
H 3.598 -1.229 0.840
O 2.470 1.652 1.744
H 2.604 2.213 2.524
H 3.224 1.100 1.469
O -3.221 -3.063 -0.248
H -2.289 -3.224 -0.079
H -3.311 -2.208 0.177
```

Energy relative to the best compared isomer or geometry (same formula, charge and spin)   17.9 kJ/mol
E_tot   -33289.81467 eV
Structure (SMILES)   CCCSSCC.O.O.O
Multiplicity   1

---

Record 2
The following is a quantum chemistry calculation of a single C5H10N2O molecule at a distorted geometry, from the OMol25 dataset.

The geometry in XYZ format:
```
18
C5H10N2O | the OMol25 dataset | ωB97M-V/def2-TZVPD
C 2.908 0.218 -0.321
C -1.503 -1.352 -0.166
C -0.563 0.608 1.317
C -0.485 0.751 -1.306
C -0.508 -0.200 -0.080
N 1.759 -0.246 0.239
N 0.798 -1.021 -0.181
O 4.087 0.289 -0.142
H -1.786 -1.469 -1.203
H -1.022 -2.235 0.250
H -2.375 -1.193 0.419
H -1.677 0.874 1.559
H -0.065 1.578 1.217
H -0.191 -0.060 2.193
H 0.391 0.281 -1.881
H -1.313 1.030 -1.900
H 0.026 1.662 -0.949
H 1.518 0.487 0.936
```

Energy relative to the best compared isomer or geometry (same formula, charge and spin)   507.4 kJ/mol
E_tot   -10370.04633 eV
Multiplicity   1

---

Record 3
The following is a quantum chemistry calculation of a molecular structure, C26H22F6N7O4S2V at a distorted geometry, from the OMol25 dataset.

The geometry in XYZ format:
```
68
C26H22F6N7O4S2V | the OMol25 dataset | ωB97M-V/def2-TZVPD
V 0.084 0.011 0.640
C -1.122 -2.522 0.300
N -0.178 -1.898 1.240
C -0.704 -1.900 2.613
C -0.374 -0.594 3.302
C 0.002 -0.498 4.631
C 0.260 0.759 5.167
C 0.111 1.872 4.356
C -0.280 1.689 3.039
N -0.504 0.487 2.520
C 1.140 -2.517 1.123
C 1.790 -2.000 -0.139
C 2.945 -2.557 -0.658
C 3.514 -1.983 -1.786
C 2.883 -0.897 -2.371
C 1.714 -0.414 -1.802
N 1.193 -0.940 -0.701
C -2.182 -1.498 0.009
C -3.501 -1.788 -0.294
C -4.387 -0.738 -0.509
C -3.909 0.562 -0.393
C -2.576 0.767 -0.088
N -1.713 -0.238 0.091
H -1.532 -3.465 0.689
H -0.584 -2.726 -0.632
H -0.331 -2.760 3.184
H -1.799 -1.970 2.563
H 0.096 -1.382 5.245
H 0.582 0.862 6.192
H 0.318 2.863 4.725
H -0.415 2.532 2.373
H 1.075 -3.616 1.120
H 1.749 -2.202 1.977
H 3.396 -3.411 -0.176
H 4.433 -2.375 -2.191
H 3.293 -0.419 -3.245
H 1.166 0.413 -2.233
H -3.828 -2.815 -0.350
H -5.422 -0.932 -0.742
H -4.569 1.404 -0.524
H -2.159 1.761 0.011
F 0.617 4.402 -1.310
C 1.365 4.317 -0.208
F 0.655 4.815 0.801
F 2.453 5.046 -0.364
S 1.652 2.499 0.176
O 0.295 2.013 0.037
O 2.606 1.935 -0.719
N 2.154 2.592 1.666
S 2.731 1.234 2.202
O 2.885 1.212 3.613
O 2.015 0.111 1.632
C 4.439 0.941 1.452
F 4.298 0.137 0.395
F 5.062 2.047 1.073
F 5.199 0.298 2.335
N -4.371 0.463 -6.977
C -3.692 0.345 -6.063
C -2.848 0.203 -4.930
C -2.496 1.316 -4.165
C -1.658 1.125 -3.078
N -1.203 -0.067 -2.709
C -1.547 -1.119 -3.438
C -2.351 -1.048 -4.562
H -2.870 2.294 -4.422
H -1.324 1.957 -2.470
H -1.151 -2.072 -3.109
H -2.591 -1.928 -5.136
```

E_tot   -109598.34513 eV
<S²>   3.766
Charge   +1
Multiplicity   4

---

Record 4
The following is a quantum chemistry calculation of a gas-phase ion, C3H6IN2O (charge +1) at a distorted geometry, from the OMol25 dataset.

The geometry in XYZ format:
```
13
C3H6IN2O | the OMol25 dataset | ωB97M-V/def2-TZVPD
C -0.096 -0.110 -0.009
C 1.218 2.430 -0.209
C -1.335 -0.826 0.190
N 0.722 1.224 0.286
N -1.343 -2.211 0.105
O 0.974 -0.968 0.038
I -3.160 0.130 0.209
H 2.214 2.768 0.028
H 0.643 2.790 -1.032
H 1.300 0.806 1.011
H -2.211 -2.670 0.273
H -0.421 -2.686 -0.181
H 1.495 -0.675 -0.710
```

Energy relative to the best compared isomer or geometry (same formula, charge and spin)   191.3 kJ/mol
E_tot   -16324.27662 eV
<S²>   2.012
Charge   +1
Multiplicity   3

---

Record 5
The following is a quantum chemistry calculation of a molecular structure, C9H6CuN2O4 at a distorted geometry, from the OMol25 dataset.

The geometry in XYZ format:
```
22
C9H6CuN2O4 | the OMol25 dataset | ωB97M-V/def2-TZVPD
Cu -4.319 -3.580 -6.674
O -2.376 -6.020 -4.242
C -3.133 -5.430 -5.069
O -3.061 -4.151 -5.324
C -4.248 -6.146 -5.755
C -4.654 -7.483 -5.760
C -5.763 -7.900 -6.548
C -6.460 -6.947 -7.336
C -5.995 -5.620 -7.360
N -4.920 -5.345 -6.604
C -6.361 -4.439 -8.222
O -7.241 -4.531 -9.089
O -5.729 -3.328 -7.925
H -4.046 -8.231 -5.233
H -6.073 -8.970 -6.591
H -7.277 -7.211 -7.983
C -2.109 -5.416 -8.956
C -2.411 -4.076 -8.535
N -2.713 -3.034 -8.099
H -1.068 -5.645 -8.683
H -2.205 -5.533 -10.059
H -2.779 -6.126 -8.443
```

E_tot   -65239.98953 eV
<S²>   0.753
Multiplicity   2

---

Record 6
The following is a quantum chemistry calculation of 2 unconnected molecules or ions with the total composition C10H24N2O2, from the OMol25 dataset.

The geometry in XYZ format:
```
38
C10H24N2O2 | the OMol25 dataset | ωB97M-V/def2-TZVPD
N 5.162 -2.019 0.438
C 4.233 -0.910 0.126
C 2.848 -1.130 0.727
C 1.782 -0.153 0.186
C 0.512 -0.900 -0.233
C -0.635 0.067 -0.515
C -1.672 0.158 0.569
N -2.322 -1.194 0.758
C -2.741 -1.881 -0.516
C -1.878 -1.529 -1.749
O -1.327 -0.247 -1.737
H 5.368 -2.518 -0.419
H 4.689 -2.704 1.018
H 4.639 0.016 0.538
H 4.147 -0.824 -0.958
H 2.545 -2.152 0.462
H 2.885 -1.077 1.817
H 2.205 0.349 -0.685
H 1.539 0.613 0.924
H 0.280 -1.608 0.579
H 0.746 -1.511 -1.106
H -0.284 1.105 -0.594
H -1.202 0.447 1.509
H -2.442 0.882 0.318
H -3.153 -1.080 1.336
H -1.693 -1.799 1.285
H -2.638 -2.950 -0.332
H -3.800 -1.710 -0.689
H -2.543 -1.560 -2.612
H -1.134 -2.318 -1.905
C -1.959 4.085 -0.486
C -1.554 3.445 0.856
O -0.374 2.797 0.805
H -2.050 3.322 -1.266
H -2.924 4.604 -0.409
H -1.208 4.813 -0.799
H -2.447 2.801 1.150
H -1.601 4.269 1.609
```

Energy relative to the best compared isomer or geometry (same formula, charge and spin)   367.4 kJ/mol
E_tot   -17830.31508 eV
Multiplicity   1